# 1
Entry from OMol25: a 2-piece molecular cluster, C14H16 overall (ωB97M-V/def2-TZVPD).

Energy above the lowest of the compared OMol25 structures with the same formula, charge and spin = 0.037 eV
Lowest unoccupied orbital energy = 0.973 eV
SMILES = Cc1ccccc1.Cc1ccccc1

```
! wB97M-V def2-TZVPD RIJCOSX def2/J DEFGRID3
* xyz 0 1
C 0.390 -1.056 -5.469
C 0.221 -0.332 -4.158
C -0.021 1.033 -4.091
C -0.158 1.675 -2.866
C -0.054 0.949 -1.689
C 0.189 -0.415 -1.745
C 0.326 -1.050 -2.970
H -0.239 -1.946 -5.486
H 1.430 -1.375 -5.580
H 0.143 -0.439 -6.332
H -0.101 1.614 -5.003
H -0.348 2.739 -2.822
H -0.187 1.444 -0.736
H 0.248 -0.984 -0.827
H 0.513 -2.117 -3.000
C -1.469 0.283 5.291
C -0.590 0.109 4.081
C -0.587 -1.088 3.370
C 0.240 -1.261 2.273
C 1.087 -0.236 1.867
C 1.087 0.962 2.563
C 0.257 1.129 3.663
H -2.393 -0.287 5.174
H -1.738 1.333 5.432
H -0.982 -0.059 6.205
H -1.249 -1.894 3.673
H 0.262 -2.199 1.733
H 1.724 -0.379 1.003
H 1.738 1.770 2.254
H 0.261 2.076 4.192
*
```



# 2
Entry from OMol25: a 2-piece molecular cluster, C3H6O3 overall (ωB97M-V/def2-TZVPD).

Energy above the lowest of the compared OMol25 structures with the same formula, charge and spin = 1.810 eV
Lowest unoccupied orbital energy = 0.435 eV
SMILES = C=CO.O=CO

```
! wB97M-V def2-TZVPD RIJCOSX def2/J DEFGRID3
* xyz 0 1
C 0.409 -0.420 1.378
C -0.484 0.597 1.386
O -0.134 1.856 0.950
H 0.188 -1.422 1.737
H 1.476 -0.163 1.187
H -1.499 0.425 1.773
H -0.844 2.441 0.652
O -0.087 -0.448 -3.355
C -0.050 -0.731 -2.161
O 1.072 -0.482 -1.442
H -0.884 -1.187 -1.601
H 0.836 -0.467 -0.504
*
```



# 3
Entry from OMol25: C19H28N5O4S2Se2Ti as an isolated structure (ωB97M-V/def2-TZVPD).

Energy above the lowest of the compared OMol25 structures with the same formula, charge and spin = 2.347 eV
Lowest unoccupied orbital energy (alpha / beta) = 2.079 / 2.072 eV
⟨S²⟩ = 2.012

```
! wB97M-V def2-TZVPD RIJCOSX def2/J DEFGRID3
* xyz -1 3
Ti -0.029 0.110 -0.017
Se -2.921 -0.698 2.453
Se -1.004 0.683 3.713
C -1.048 2.191 2.574
C -1.436 3.390 3.207
C -1.494 4.555 2.494
C -1.160 4.494 1.144
C -0.814 3.283 0.600
N -0.747 2.123 1.268
C -1.742 -2.029 1.937
C -1.898 -3.340 2.472
C -1.053 -4.345 2.107
C -0.024 -4.051 1.198
C 0.063 -2.767 0.736
N -0.749 -1.754 1.086
H -1.683 3.357 4.258
H -1.790 5.486 2.964
H -1.178 5.370 0.509
H -0.555 3.274 -0.452
H -2.706 -3.506 3.169
H -1.169 -5.345 2.510
H 0.680 -4.804 0.869
H 0.843 -2.525 0.024
O 1.244 0.160 1.049
C 4.066 -2.322 -0.623
C 4.449 -1.527 -1.872
C 3.232 -1.136 -2.704
S 2.203 0.054 -1.788
O 0.897 0.106 -2.497
C 3.089 1.590 -2.202
C 2.396 2.354 -3.324
C 2.529 1.711 -4.700
H 4.953 -2.640 -0.074
H 3.505 -3.219 -0.899
H 3.446 -1.730 0.054
H 5.123 -2.118 -2.498
H 5.009 -0.634 -1.579
H 2.572 -1.989 -2.870
H 3.504 -0.726 -3.678
H 4.133 1.359 -2.429
H 3.077 2.177 -1.282
H 2.831 3.357 -3.348
H 1.340 2.468 -3.074
H 3.579 1.546 -4.963
H 2.093 2.354 -5.465
H 2.004 0.757 -4.732
O -2.685 2.450 -2.144
N -2.216 1.737 -1.262
O -1.015 1.362 -1.475
S -1.182 -1.769 -1.865
C -1.835 -2.950 -2.792
N -1.292 -4.159 -3.091
C -2.118 -4.993 -3.945
C -3.366 -4.101 -4.172
N -3.037 -2.908 -3.418
H -0.397 -4.417 -2.728
H -2.378 -5.930 -3.450
H -1.612 -5.226 -4.884
H -4.273 -4.574 -3.791
H -3.512 -3.875 -5.230
H -3.621 -2.097 -3.332
*
```



# 4
Entry from OMol25: C23H21Cl2N3O4S2 in the gas phase (ωB97M-V/def2-TZVPD).

Lowest unoccupied orbital energy = -0.362 eV
SMILES = O=C(/C=C/c1cccs1)Nc1ccc(N2CCOCC2)c(S(=O)(=O)Nc2cc(Cl)ccc2Cl)c1

```
! wB97M-V def2-TZVPD RIJCOSX def2/J DEFGRID3
* xyz 0 1
O -1.852 -0.338 -3.774
C -1.645 0.805 -3.414
C -1.831 1.943 -4.331
C -2.085 3.214 -3.984
C -2.315 4.285 -4.908
C -2.308 4.291 -6.282
C -2.580 5.555 -6.829
C -2.793 6.507 -5.879
S -2.665 5.877 -4.293
N -1.224 1.143 -2.152
C -0.983 0.307 -1.068
C -1.136 -1.078 -1.108
C -0.895 -1.839 0.016
C -0.486 -1.278 1.234
N -0.229 -2.051 2.367
C -1.079 -1.802 3.528
C -0.479 -2.485 4.757
O -0.315 -3.868 4.550
C 0.515 -4.101 3.438
C -0.068 -3.483 2.165
C -0.291 0.106 1.239
S 0.460 1.026 2.584
O 1.001 2.229 2.028
O -0.389 1.151 3.732
N 1.733 0.060 3.106
C 2.637 -0.555 2.277
C 2.741 -0.185 0.938
C 3.620 -0.848 0.100
Cl 3.688 -0.386 -1.557
C 4.430 -1.872 0.564
C 4.367 -2.214 1.904
C 3.486 -1.565 2.747
Cl 3.446 -1.987 4.427
C -0.543 0.879 0.122
H -1.831 1.652 -5.370
H -2.155 3.504 -2.942
H -2.115 3.418 -6.877
H -2.618 5.754 -7.885
H -3.018 7.546 -6.017
H -1.027 2.118 -1.979
H -1.453 -1.548 -2.024
H -1.044 -2.903 -0.056
H -1.168 -0.733 3.708
H -2.082 -2.222 3.351
H -1.149 -2.378 5.611
H 0.492 -2.030 5.001
H 0.588 -5.185 3.332
H 1.515 -3.685 3.621
H 0.623 -3.651 1.336
H -1.030 -3.974 1.952
H 1.636 -0.324 4.034
H 2.146 0.634 0.571
H 5.107 -2.381 -0.102
H 5.005 -2.991 2.296
H -0.355 1.939 0.196
*
```



# 5
Entry from OMol25: a 12-piece molecular cluster, BH28NO10 overall (ωB97M-V/def2-TZVPD).

Energy above the lowest of the compared OMol25 structures with the same formula, charge and spin = 2.695 eV
Lowest unoccupied orbital energy = -1.052 eV

```
! wB97M-V def2-TZVPD RIJCOSX def2/J DEFGRID3
* xyz 0 1
N -0.081 -0.241 -0.036
H -0.355 -0.002 -0.920
H -0.468 0.335 0.577
H 0.953 0.027 0.023
H -0.002 -1.144 0.624
B 2.214 3.437 1.111
H 1.386 4.251 1.755
H 3.494 3.528 1.484
H 1.934 2.213 1.076
H 2.228 3.920 -0.127
O -0.885 0.949 -4.055
H -1.148 0.747 -5.021
H -0.804 0.010 -3.754
O 2.232 -1.192 2.432
H 3.176 -0.853 2.732
H 1.977 -1.953 2.944
O -1.994 -2.087 2.502
H -2.382 -1.874 3.289
H -2.135 -2.945 2.317
O -3.054 2.051 1.006
H -3.514 1.740 1.685
H -2.172 2.096 1.471
O -1.374 -3.305 -0.916
H -1.677 -3.597 -0.042
H -0.576 -3.624 -0.892
O -2.854 0.250 -0.965
H -3.028 0.067 -1.994
H -3.053 1.102 -0.744
O -1.226 -1.564 -2.967
H -2.122 -1.703 -3.383
H -1.217 -2.294 -2.272
O 2.411 -0.220 -2.352
H 2.874 -0.988 -2.436
H 2.790 0.611 -1.998
O 3.411 -1.925 -0.062
H 3.001 -1.830 0.775
H 4.255 -1.388 -0.070
O -1.069 2.373 2.150
H -0.414 3.097 1.960
H -0.730 1.924 3.093
*
```



# 6
Entry from OMol25: an isolated ion of composition C6H8N and charge +1 (ωB97M-V/def2-TZVPD).

Energy above the lowest of the compared OMol25 structures with the same formula, charge and spin = 4.679 eV
Lowest unoccupied orbital energy (alpha / beta) = -6.671 / -6.670 eV
SMILES = C1=CC=[NH+]CC=C1

```
! wB97M-V def2-TZVPD RIJCOSX def2/J DEFGRID3
* xyz 1 1
C 0.527 1.311 -0.937
C 0.363 0.143 -1.736
C 0.168 -1.067 -1.078
N 0.585 -1.342 0.203
C -0.226 -0.991 1.297
C -0.618 0.408 1.153
C -0.152 1.395 0.324
H 0.896 2.173 -1.300
H 0.204 0.303 -2.741
H -0.384 -1.766 -1.544
H 1.508 -1.025 0.401
H 0.423 -1.158 2.061
H -1.288 -1.508 1.580
H -1.526 0.778 1.713
H -0.478 2.348 0.604
*
```



# 7
Entry from OMol25: C3H6N2S in the gas phase (ωB97M-V/def2-TZVPD).

Energy above the lowest of the compared OMol25 structures with the same formula, charge and spin = 2.291 eV
Lowest unoccupied orbital energy = 0.665 eV
SMILES = C=N/N=C/SC

```
! wB97M-V def2-TZVPD RIJCOSX def2/J DEFGRID3
* xyz 0 1
C 2.682 0.097 -0.057
N 1.770 -0.851 -0.013
N 0.502 -0.276 0.126
C -0.387 -1.207 -0.007
S -2.062 -0.914 0.019
C -2.122 0.843 -0.015
H 2.417 1.129 0.098
H 3.732 -0.217 0.094
H -0.024 -2.201 -0.119
H -1.800 1.293 0.906
H -1.534 1.247 -0.822
H -3.174 1.056 -0.211
*
```



# 8
Entry from OMol25: C24H20Cl2N2O3 in the gas phase (ωB97M-V/def2-TZVPD).

Lowest unoccupied orbital energy = 0.275 eV
SMILES = O=C(NC[C@@H]1OCCc2ccccc21)c1ccc(NC(=O)c2ccc(Cl)cc2Cl)cc1

```
! wB97M-V def2-TZVPD RIJCOSX def2/J DEFGRID3
* xyz 0 1
O 3.342 -1.431 -1.556
C 2.813 -1.135 -0.501
N 3.491 -1.085 0.674
C 4.928 -1.075 0.714
C 5.461 0.357 1.005
O 4.726 1.326 0.291
C 5.095 1.418 -1.072
C 6.533 1.909 -1.214
C 7.455 1.102 -0.343
C 8.823 1.083 -0.584
C 9.677 0.375 0.239
C 9.170 -0.321 1.324
C 7.811 -0.309 1.572
C 6.946 0.395 0.743
C 1.355 -0.849 -0.381
C 0.447 -1.615 -1.104
C -0.909 -1.367 -1.032
C -1.377 -0.319 -0.244
N -2.733 0.001 -0.131
C -3.814 -0.668 -0.631
O -3.771 -1.685 -1.281
C -5.104 0.029 -0.296
C -5.282 1.368 -0.627
C -6.482 2.012 -0.387
C -7.520 1.305 0.203
Cl -9.020 2.093 0.515
C -7.370 -0.028 0.547
C -6.164 -0.663 0.289
Cl -5.978 -2.312 0.737
C -0.467 0.472 0.458
C 0.885 0.207 0.395
H 3.009 -0.750 1.494
H 5.294 -1.763 1.480
H 5.274 -1.418 -0.265
H 5.261 0.592 2.060
H 4.969 0.451 -1.575
H 4.392 2.130 -1.511
H 6.588 2.956 -0.899
H 6.846 1.853 -2.257
H 9.215 1.632 -1.428
H 10.738 0.367 0.038
H 9.833 -0.869 1.977
H 7.413 -0.844 2.423
H 0.821 -2.414 -1.724
H -1.607 -1.974 -1.583
H -2.929 0.812 0.440
H -4.477 1.908 -1.104
H -6.614 3.047 -0.656
H -8.178 -0.572 1.008
H -0.827 1.301 1.053
H 1.578 0.849 0.920
*
```



# 9
Entry from OMol25: an isolated ion of composition C7H12NOS and charge +1 (ωB97M-V/def2-TZVPD).

Energy above the lowest of the compared OMol25 structures with the same formula, charge and spin = 2.570 eV
Lowest unoccupied orbital energy = -3.829 eV

```
! wB97M-V def2-TZVPD RIJCOSX def2/J DEFGRID3
* xyz 1 1
C 0.504 2.495 -0.252
C 0.627 0.321 0.263
C -1.017 0.693 0.501
C 1.135 -1.046 0.575
C -2.434 -1.022 -0.664
C 2.586 1.390 -0.424
C -2.313 -0.156 0.566
N 1.233 1.414 -0.132
O -3.203 0.860 0.635
S -1.168 2.268 -0.057
H 0.848 3.465 -0.419
H 0.688 -1.474 1.459
H 1.030 -1.745 -0.305
H 2.235 -0.889 0.727
H -2.936 -0.774 -1.630
H -3.163 -1.833 -0.290
H -1.474 -1.475 -0.746
H 3.201 1.319 0.402
H 2.815 0.669 -1.086
H 2.719 2.263 -0.968
H -2.342 -0.756 1.502
H -4.050 0.660 1.217
*
```



# 10
Entry from OMol25: CH2FTl as an isolated structure (ωB97M-V/def2-TZVPD).

Lowest unoccupied orbital energy = -15.336 eV

```
! wB97M-V def2-TZVPD RIJCOSX def2/J DEFGRID3
* xyz 2 1
H 0.933 -1.031 -0.722
Tl 0.840 0.894 0.770
C -0.241 -0.885 -0.058
F -1.036 0.222 -0.523
H -0.947 -1.545 0.473
*
```



# 11
Entry from OMol25: a 15-piece molecular cluster, C5H40NO15 overall (ωB97M-V/def2-TZVPD).

Energy above the lowest of the compared OMol25 structures with the same formula, charge and spin = 3.029 eV
Lowest unoccupied orbital energy = 2.460 eV

```
! wB97M-V def2-TZVPD RIJCOSX def2/J DEFGRID3
* xyz -1 1
C 1.719 0.710 2.577
C 1.346 -0.563 3.323
C 0.514 1.334 1.914
N 0.135 0.496 0.727
C -0.481 1.215 -0.391
C -1.901 0.758 -0.675
O -2.682 0.711 0.534
H 2.530 0.634 1.837
H 2.142 1.465 3.261
H 0.271 -0.666 3.561
H 1.819 -0.826 4.275
H 1.532 -1.401 2.605
H -0.357 1.342 2.580
H 0.795 2.290 1.473
H -0.462 -0.263 1.040
H -0.481 2.278 -0.093
H 0.084 1.100 -1.319
H -1.839 -0.217 -1.187
H -2.468 1.434 -1.321
H 1.561 1.941 -1.298
H 1.682 3.085 -2.389
O 1.627 2.886 -1.450
H -0.217 4.039 -1.383
H 0.889 4.956 -1.044
O -0.038 4.980 -1.298
H -2.073 2.018 2.058
H -2.932 2.932 1.357
O -2.645 2.767 2.263
H 0.468 -2.174 -2.021
H 0.051 -1.070 -2.898
O 0.579 -1.215 -2.086
H -2.079 -1.891 0.583
H -1.505 -2.878 1.602
O -1.403 -1.974 1.286
H -2.758 -3.604 -1.427
H -4.747 -1.987 -0.565
O -2.280 -2.773 -1.393
H 3.609 -3.340 -0.862
H 2.271 -2.757 -0.288
O 3.232 -2.583 -0.412
H -2.912 -0.404 3.872
H -2.441 -1.356 2.755
O -2.899 -1.330 3.613
H 3.384 1.084 -2.659
H 2.750 -0.127 -3.173
O 2.985 0.758 -3.478
H 3.376 -0.667 -0.741
H 2.083 0.031 -0.515
O 2.959 0.197 -0.925
H 0.235 -3.880 -0.841
H 0.059 -2.457 -0.006
O 0.584 -3.240 -0.225
H -3.192 -1.805 -0.561
H -3.427 0.092 0.446
O -4.041 -1.780 0.052
H 3.057 3.075 -0.324
H 3.693 1.748 -0.201
O 3.659 2.597 0.279
H -2.094 -1.937 -2.672
H -1.499 -2.232 -4.175
O -1.826 -1.556 -3.582
*
```



# 12
Entry from OMol25: an isolated ion of composition C3H8N3O2 and charge +1 (ωB97M-V/def2-TZVPD).

Energy above the lowest of the compared OMol25 structures with the same formula, charge and spin = 4.768 eV
Lowest unoccupied orbital energy (alpha / beta) = -3.192 / -3.192 eV
SMILES = [NH2+]=CNC/[NH+]=C\O[O-]

```
! wB97M-V def2-TZVPD RIJCOSX def2/J DEFGRID3
* xyz 1 1
N -1.438 -1.134 1.807
C -0.246 -0.940 1.354
N 0.045 0.266 0.934
C 1.158 0.683 0.076
N 0.728 1.212 -1.185
C 0.110 0.530 -2.165
O -0.252 -0.706 -2.082
O -0.413 -1.334 -0.931
H -2.061 -0.293 1.941
H -1.703 -2.069 2.112
H 0.458 -1.708 1.238
H -0.725 0.831 1.126
H 1.887 -0.115 -0.242
H 1.656 1.635 0.612
H 0.774 2.219 -1.382
H 0.022 0.923 -3.212
*
```



Number 1: calculated total energy -14777.7283 eV. Number 2: calculated total energy -9349.5071 eV. Number 3: calculated total energy -211275.1204 eV. Number 4: calculated total energy -83566.9997 eV. Number 5: calculated total energy -23089.4594 eV. Number 6: calculated total energy -7831.0092 eV. Number 7: calculated total energy -17021.7501 eV. Number 8: calculated total energy -59381.7342 eV. Number 9: calculated total energy -21816.9298 eV. Number 10: calculated total energy -8454.1859 eV. Number 11: calculated total energy -38038.9768 eV. Number 12: calculated total energy -11794.7345 eV.